[1]
DFT (ωB97M-V/def2-TZVPD) results for a 2-piece molecular cluster, C3H2N2O2 overall in a non-equilibrium geometry.

Output
- calculated total energy (Ha) = -375.3255
- SMILES string = O=c1c[n+]1[O-].C#N
- gap between HOMO and LUMO (hartree) = 0.3655
- LUMO (Ha) = 0.010
- multiplicity = 1
- highest occupied orbital energy (eV) = -9.6721
- energy above the lowest of the compared OMol25 structures with the same formula, charge and spin (eV) = 5.061
- charge = 0

Atoms and positions in Å:
O  3.856  -0.594  -0.413
C  2.822  -0.258  0.084
C  1.534  -0.424  0.595
N  1.964  0.843  0.429
O  1.710  2.033  0.353
H  0.591  -0.940  0.493
C  -2.180  -0.120  -0.252
N  -1.333  -0.627  0.303
H  -2.963  0.534  -0.693

Atom charges from the natural (NBO) analysis, given in e for atoms 1 to 5: number 1, O, carries -0.536; number 2, C, carries 0.596; number 3, C, carries -0.118; number 4, N, carries 0.153; number 5, O, carries -0.375

---

[2]
DFT (ωB97M-V/def2-TZVPD) results for C46H45AlN3SbTe as an isolated structure in a non-equilibrium geometry.

Output
- calculated total energy (Ha) = -2694.1849
- gap between HOMO and LUMO (hartree) = 0.1971
- LUMO (Ha) = -0.251
- multiplicity = 1
- highest occupied orbital energy (eV) = -12.1864
- energy above the lowest of the compared OMol25 structures with the same formula, charge and spin (eV) = 5.001
- charge = +2

Atoms and positions in Å:
Al  -0.466  0.096  0.350
C  0.905  -1.213  4.894
N  1.881  -1.363  3.824
C  3.265  -1.091  4.191
C  1.612  -2.148  2.715
C  2.412  -3.224  2.356
C  2.109  -4.169  1.392
C  0.821  -4.116  0.819
C  -0.043  -3.070  1.143
C  0.417  -2.034  2.005
N  -0.331  -0.787  1.981
C  -1.546  -0.663  2.639
C  -2.115  -1.677  3.509
C  -3.418  -1.492  3.961
C  -4.162  -0.351  3.696
C  -3.680  0.544  2.752
C  -2.372  0.461  2.293
N  -1.779  1.420  1.307
C  -2.806  2.210  0.505
C  -0.989  2.383  2.171
H  -0.048  -0.791  4.481
H  1.303  -0.421  5.462
H  0.802  -2.165  5.522
H  3.614  -1.885  4.897
H  3.316  -0.121  4.705
H  3.911  -1.134  3.286
H  3.391  -3.306  2.851
H  2.801  -4.949  1.030
H  0.442  -4.824  0.148
H  -1.076  -2.984  0.727
H  -1.481  -2.457  3.913
H  -3.761  -2.349  4.531
H  -5.132  -0.202  4.192
H  -4.314  1.338  2.417
H  -3.202  2.842  1.275
H  -3.613  1.612  0.072
H  -2.274  2.669  -0.270
H  -1.627  2.703  3.051
H  -0.785  3.281  1.584
H  -0.047  1.860  2.432
C  4.953  4.083  2.483
C  3.953  3.253  3.118
C  3.093  2.586  2.307
C  3.180  2.619  0.926
C  4.047  3.566  0.350
C  4.993  4.256  1.112
Sb  1.849  1.464  -0.359
C  3.161  0.325  -1.527
C  3.717  -0.797  -0.854
C  4.921  -1.276  -1.344
C  5.473  -0.642  -2.451
C  4.954  0.504  -3.083
C  3.769  1.031  -2.570
C  1.140  3.092  -1.749
C  0.662  2.539  -2.930
C  -0.329  3.283  -3.675
C  -0.925  4.413  -3.157
C  -0.427  4.953  -1.942
C  0.595  4.303  -1.251
H  5.746  4.405  3.133
H  3.882  3.218  4.210
H  2.343  1.933  2.757
H  4.070  3.762  -0.742
H  5.604  5.062  0.654
H  3.093  -1.208  -0.049
H  5.398  -2.110  -0.947
H  6.343  -1.142  -2.857
H  5.427  0.942  -3.965
H  3.350  1.970  -2.981
H  0.867  1.522  -3.267
H  -0.613  2.849  -4.638
H  -1.683  4.921  -3.745
H  -0.802  5.878  -1.442
H  1.096  4.799  -0.441
Te  -1.919  -1.466  -1.426
C  -3.487  -0.185  -2.334
C  -3.073  0.304  -3.543
C  -4.036  0.763  -4.516
C  -5.335  0.911  -4.082
C  -5.665  0.592  -2.748
C  -4.833  -0.087  -1.917
C  -2.126  -3.409  -2.399
C  -2.706  -4.488  -1.774
C  -2.965  -5.629  -2.537
C  -2.655  -5.778  -3.898
C  -2.127  -4.606  -4.533
C  -1.877  -3.452  -3.812
H  -2.042  0.265  -3.735
H  -3.748  0.815  -5.523
H  -6.147  1.331  -4.765
H  -6.701  0.883  -2.370
H  -5.113  -0.622  -1.029
H  -3.038  -4.360  -0.774
H  -3.333  -6.492  -1.975
H  -2.921  -6.688  -4.368
H  -1.791  -4.664  -5.579
H  -1.198  -2.727  -4.252

Atom charges from the Löwdin analysis, given in e for atoms 1 to 5: number 1, Al, carries 0.268; number 2, C, carries -0.034; number 3, N, carries -0.207; number 4, C, carries -0.068; number 5, C, carries -0.225

---

[3]
DFT (ωB97M-V/def2-TZVPD) results for C30H27Cl2GeN3O7SeTc as an isolated structure in a non-equilibrium geometry.

Output
- calculated total energy (Ha) = -7329.9007
- gap between HOMO and LUMO (alpha / beta) (hartree) = 0.2353 / 0.1404
- LUMO (alpha / beta) (Ha) = -0.021 / -0.132
- multiplicity = 4
- highest occupied orbital energy (alpha / beta) (eV) = -6.9671 / -7.4128
- energy above the lowest of the compared OMol25 structures with the same formula, charge and spin (eV) = 0.973
- charge = 0

Atoms and positions in Å:
Tc  1.359  1.153  -0.243
C  -2.925  2.035  -0.400
C  -1.601  1.781  -0.776
N  -0.646  1.540  0.103
C  -0.956  1.559  1.427
C  -2.267  1.810  1.892
C  -3.270  2.031  0.927
C  -2.500  1.884  3.280
C  -1.450  1.775  4.155
C  -0.153  1.516  3.709
C  0.112  1.344  2.354
N  1.304  1.077  1.737
C  2.419  0.544  2.322
C  2.562  -0.029  3.582
C  3.813  -0.451  4.033
C  4.946  -0.298  3.273
C  4.838  0.174  1.951
C  5.927  0.294  1.063
C  5.698  0.689  -0.230
C  4.387  0.926  -0.659
N  3.353  0.843  0.156
C  3.560  0.525  1.457
H  -3.655  2.253  -1.162
H  -1.305  1.815  -1.816
H  -4.280  2.226  1.260
H  -3.503  2.073  3.630
H  -1.614  1.893  5.215
H  0.645  1.519  4.431
H  1.709  -0.172  4.224
H  3.881  -0.889  5.016
H  5.919  -0.566  3.655
H  6.918  0.069  1.424
H  6.510  0.793  -0.932
H  4.175  1.191  -1.686
O  1.865  -3.704  -3.964
C  1.491  -2.741  -3.344
C  1.635  -1.276  -3.780
O  1.847  -0.875  -4.901
C  1.444  -0.506  -2.537
C  1.096  -1.375  -1.478
O  0.937  -0.882  -0.300
C  0.885  -2.732  -1.948
O  0.282  -3.626  -1.380
O  1.530  0.736  -2.287
C  -2.959  -3.772  -2.479
Ge  -4.024  -2.299  -1.703
C  -5.991  -2.609  -1.677
C  -3.598  -0.593  -2.627
C  -3.442  -2.087  0.217
Se  -1.523  -1.739  0.162
C  -0.984  -2.479  1.873
H  -3.367  -4.112  -3.426
H  -2.912  -4.620  -1.802
H  -1.942  -3.431  -2.648
H  -6.389  -2.622  -2.685
H  -6.485  -1.813  -1.127
H  -6.227  -3.556  -1.204
H  -3.752  -0.676  -3.699
H  -2.554  -0.340  -2.450
H  -4.219  0.218  -2.259
H  -3.603  -2.994  0.796
H  -3.952  -1.258  0.710
H  -1.330  -3.508  1.936
H  -1.389  -1.881  2.691
H  0.101  -2.447  1.882
Cl  2.910  3.855  -3.476
C  2.217  4.830  -2.164
Cl  3.499  5.477  -1.144
C  1.298  3.869  -1.376
O  0.097  3.905  -1.560
O  1.928  3.081  -0.604
H  1.663  5.657  -2.608

Atom charges from the natural (NBO) analysis, given in e for atoms 1 to 5: number 1, Tc, carries 1.225; number 2, C, carries -0.266; number 3, C, carries 0.113; number 4, N, carries -0.417; number 5, C, carries 0.120

---

[4]
DFT (ωB97M-V/def2-TZVPD) results for a 2-piece molecular cluster, C3H7O2S overall in a non-equilibrium geometry.

Output
- calculated total energy (Ha) = -667.0495
- gap between HOMO and LUMO (alpha / beta) (hartree) = 0.3863 / 0.2578
- LUMO (alpha / beta) (Ha) = 0.013 / -0.104
- multiplicity = 2
- highest occupied orbital energy (alpha / beta) (eV) = -10.1456 / -9.8431
- energy above the lowest of the compared OMol25 structures with the same formula, charge and spin (eV) = 2.121
- charge = 0

Atoms and positions in Å:
O  1.742  -0.724  2.292
C  1.245  -1.266  1.293
C  1.512  -0.568  -0.111
C  0.634  -0.843  -1.286
S  -1.008  0.120  -0.961
H  0.342  -2.047  1.066
H  2.517  -0.944  -0.376
H  1.317  0.453  0.004
H  0.258  -1.847  -1.304
H  1.172  -0.608  -2.291
H  -2.089  2.132  -0.657
H  -1.897  2.097  0.722
O  -2.471  2.588  0.063

Atom charges from the natural (NBO) analysis, given in e for atoms 1 to 5: number 1, O, carries -0.498; number 2, C, carries 0.450; number 3, C, carries -0.548; number 4, C, carries -0.499; number 5, S, carries 0.037

---

[5]
DFT (ωB97M-V/def2-TZVPD) results for a 2-piece molecular cluster, C4H14N3 overall in a non-equilibrium geometry.

Output
- calculated total energy (Ha) = -324.8298
- gap between HOMO and LUMO (hartree) = 0.4148
- LUMO (Ha) = -0.103
- multiplicity = 1
- highest occupied orbital energy (eV) = -14.0787
- energy above the lowest of the compared OMol25 structures with the same formula, charge and spin (eV) = 0.953
- charge = +1

Atoms and positions in Å:
N  -1.967  2.595  -0.616
C  -2.519  1.367  -0.052
N  -1.809  0.328  0.105
H  -1.846  3.245  0.197
H  -2.791  3.034  -1.072
H  -3.647  1.424  0.077
H  -2.333  -0.514  0.343
C  0.650  -1.888  -0.718
C  1.430  -1.284  0.482
C  2.939  -1.272  0.254
N  0.993  0.137  0.541
H  -0.424  -1.961  -0.517
H  0.850  -1.241  -1.598
H  1.025  -2.890  -1.020
H  1.116  -1.700  1.422
H  3.168  -0.756  -0.673
H  3.351  -2.299  0.162
H  3.447  -0.776  1.100
H  -0.036  0.229  0.369
H  1.165  0.582  1.420
H  1.441  0.668  -0.211

Atom charges from the natural (NBO) analysis, given in e for atoms 1 to 5: number 1, N, carries -0.844; number 2, C, carries 0.334; number 3, N, carries -0.725; number 4, H, carries 0.385; number 5, H, carries 0.382

---

[6]
DFT (ωB97M-V/def2-TZVPD) results for a 2-piece molecular cluster, C3H11N2O2S overall in a non-equilibrium geometry.

Output
- calculated total energy (Ha) = -778.6540
- gap between HOMO and LUMO (alpha / beta) (hartree) = 0.3497 / 0.2958
- LUMO (alpha / beta) (Ha) = -0.109 / -0.303
- multiplicity = 3
- highest occupied orbital energy (alpha / beta) (eV) = -12.4817 / -16.3020
- energy above the lowest of the compared OMol25 structures with the same formula, charge and spin (eV) = 0.000
- charge = +1

Atoms and positions in Å:
C  1.609  1.935  0.661
C  -0.047  -1.684  1.189
C  0.583  -1.127  -1.114
N  -1.031  1.280  -1.156
N  -0.055  -0.759  0.106
O  -2.531  -0.595  -0.287
O  -1.412  0.963  1.298
S  -1.455  0.256  0.071
H  2.480  1.408  1.008
H  1.679  2.540  -0.223
H  0.698  1.907  1.237
H  0.958  -1.760  1.614
H  -0.740  -1.335  1.950
H  -0.335  -2.689  0.860
H  0.003  -1.881  -1.663
H  0.683  -0.245  -1.742
H  1.564  -1.560  -0.906
H  -1.521  1.100  -2.020
H  -1.131  2.245  -0.882

Atom charges from the natural (NBO) analysis, given in e for atoms 1 to 5: number 1, C, carries -0.522; number 2, C, carries -0.487; number 3, C, carries -0.492; number 4, N, carries -1.065; number 5, N, carries -0.202

---

[7]
DFT (ωB97M-V/def2-TZVPD) results for one molecule with the formula C2H4N2O2S in a non-equilibrium geometry.

Output
- calculated total energy (Ha) = -736.6478
- SMILES string = O=CN(O)/C=N/S
- gap between HOMO and LUMO (hartree) = 0.3447
- LUMO (Ha) = 0.016
- multiplicity = 1
- highest occupied orbital energy (eV) = -8.9562
- energy above the lowest of the compared OMol25 structures with the same formula, charge and spin (eV) = 4.274
- charge = 0

Atoms and positions in Å:
O  -2.575  -1.459  0.045
C  -2.486  -0.262  -0.066
N  -1.114  0.406  0.231
O  -1.062  1.740  -0.248
C  0.161  -0.186  0.057
N  1.195  0.502  0.333
S  2.641  -0.474  -0.138
H  -3.274  0.487  -0.304
H  -0.155  1.971  0.180
H  0.099  -1.375  -0.415
H  3.550  0.573  0.481

Atom charges from the natural (NBO) analysis, given in e for atoms 1 to 5: number 1, O, carries -0.519; number 2, C, carries 0.547; number 3, N, carries -0.235; number 4, O, carries -0.561; number 5, C, carries 0.233

---

[8]
DFT (ωB97M-V/def2-TZVPD) results for one molecule with the formula C24H27FN6O4 in a non-equilibrium geometry.

Output
- calculated total energy (Ha) = -1660.1123
- SMILES string = COc1ccc(N(CC(=O)NC2CCCC2)C(=O)Cn2nnc(-c3ccc(F)cc3)n2)cc1OC
- gap between HOMO and LUMO (hartree) = 0.3132
- LUMO (Ha) = 0.018
- multiplicity = 1
- highest occupied orbital energy (eV) = -8.0281
- charge = 0

Atoms and positions in Å:
C  4.898  0.062  -2.017
O  4.332  1.180  -1.378
C  2.981  1.245  -1.270
C  2.093  0.302  -1.758
C  0.727  0.437  -1.560
C  0.238  1.530  -0.868
N  -1.159  1.658  -0.644
C  -2.017  1.478  -1.815
C  -2.549  0.033  -1.873
O  -2.075  -0.802  -2.618
N  -3.555  -0.188  -1.019
C  -4.056  -1.511  -0.710
C  -5.586  -1.478  -0.543
C  -5.863  -1.658  0.959
C  -4.522  -1.392  1.643
C  -3.516  -1.971  0.654
C  -1.768  1.857  0.537
O  -2.981  2.001  0.624
C  -0.971  1.903  1.847
N  0.252  1.174  1.885
N  1.360  1.681  2.369
N  2.284  0.809  2.199
C  1.712  -0.249  1.586
C  2.438  -1.411  1.127
C  1.779  -2.415  0.419
C  2.488  -3.495  -0.068
C  3.852  -3.554  0.160
F  4.549  -4.603  -0.323
C  4.527  -2.568  0.859
C  3.812  -1.490  1.344
N  0.412  -0.032  1.397
C  1.112  2.523  -0.422
C  2.478  2.384  -0.597
O  3.407  3.271  -0.170
C  3.001  4.300  0.702
H  5.974  0.214  -1.971
H  4.586  -0.004  -3.064
H  4.640  -0.870  -1.501
H  2.452  -0.569  -2.282
H  0.059  -0.320  -1.933
H  -2.851  2.181  -1.745
H  -1.425  1.680  -2.708
H  -3.817  0.556  -0.382
H  -3.730  -2.161  -1.524
H  -5.969  -0.523  -0.902
H  -6.059  -2.265  -1.127
H  -6.178  -2.682  1.161
H  -6.646  -0.989  1.313
H  -4.361  -0.319  1.757
H  -4.459  -1.856  2.626
H  -3.525  -3.060  0.704
H  -2.497  -1.623  0.821
H  -1.657  1.516  2.610
H  -0.739  2.941  2.102
H  0.718  -2.331  0.251
H  2.002  -4.283  -0.622
H  5.592  -2.651  1.011
H  4.303  -0.696  1.884
H  0.711  3.392  0.075
H  2.510  3.890  1.591
H  3.916  4.810  0.996
H  2.337  5.014  0.204

Atom charges from the natural (NBO) analysis, given in e for atoms 1 to 5: number 1, C, carries -0.252; number 2, O, carries -0.481; number 3, C, carries 0.247; number 4, C, carries -0.278; number 5, C, carries -0.268